Formula: C6H14AsF6N2O3RuS
Source: OMol25
Level of theory: ωB97M-V with the def2-TZVPD basis set

Atoms and positions in Å:
1 Ru -0.066334 0.977942 -0.064314
2 C -4.142162 0.519551 3.100637
3 O -2.819769 1.105944 2.613159
4 C -2.131681 0.686169 1.682340
5 O -1.015081 1.418429 1.423781
6 N -2.296801 -0.398256 0.930870
7 N -1.441226 -0.507887 -0.207213
8 H -4.391985 1.163003 3.936475
9 H -3.944682 -0.503169 3.412351
10 H -4.847116 0.622783 2.278965
11 H -3.163520 -0.934425 0.915096
12 H -2.005607 -0.307374 -1.064365
13 H -1.065988 -1.461470 -0.246544
14 F -0.509905 1.749621 -1.595359
15 As -3.941561 1.207579 -2.681261
16 F -3.282466 1.297718 -0.993219
17 F -3.251797 2.693182 -2.949322
18 F -5.440845 1.039089 -1.993464
19 F -4.440826 0.959832 -4.247008
20 F -2.882852 -0.142324 -2.748929
21 O 1.455408 -0.166642 -0.041859
22 S 2.932235 0.521109 0.120439
23 C 3.873039 -0.061172 -1.330920
24 C 4.696402 -1.257662 -0.914449
25 C 4.632330 -1.555643 0.506172
26 C 3.824340 -0.549157 1.296265
27 H 4.503107 0.792979 -1.628229
28 H 3.180797 -0.241449 -2.160082
29 H 5.805133 -1.227117 -1.241091
30 H 4.627861 -2.151030 -1.613053
31 H 5.628436 -1.799643 0.990830
32 H 4.345746 -2.653905 0.640118
33 H 4.465509 0.141557 1.865130
34 H 3.111859 -0.978159 2.008053

Cartesian forces (eV/Å) of the 6 atoms listed first:
-0.1393 0.1404 -0.1468
0.0259 0.0230 -0.0268
-0.0488 0.0078 0.0575
-0.0099 0.0131 0.0174
0.0004 -0.0387 -0.0845
0.0105 -0.0231 -0.0181

Results
- 2S+1 = 2
- F_max (Eh/bohr) = 0.0048
- calculated total energy (Eh) = -3898.3987
- Kohn-Sham gap (alpha / beta) (eV) = 8.5 / 6.1
- charge = +4

***

Formula: C2H2F3I
Source: OMol25
Level of theory: ωB97M-V with the def2-TZVPD basis set

Atoms and positions in Å:
1 F -1.903870 -1.253276 0.068626
2 C -0.612752 -0.737214 -0.004645
3 F 0.253191 -1.552497 0.672704
4 C -0.471295 0.729672 0.725071
5 F -1.230728 0.802076 1.790016
6 I -1.102028 2.144321 -0.907330
7 H -0.201158 -0.908154 -1.081019
8 H 0.566566 1.007165 0.739106

Cartesian forces (eV/Å) of the 6 atoms listed first:
1.7306 0.9289 0.2014
0.7056 -0.0628 -0.7326
-0.5048 -0.2569 0.7557
-1.1056 -1.7097 -4.3831
0.1115 0.2031 0.7745
-0.0192 -0.3612 0.7607

Results
- F_max (Eh/bohr) = 0.0940
- SMILES string = FC(F)[C@H](F)I
- calculated total energy (Eh) = -674.6618
- Kohn-Sham gap (eV) = 9.9

***

Formula: C12H27N6O3PPt
Source: OMol25
Level of theory: ωB97M-V with the def2-TZVPD basis set

Atoms and positions in Å:
1 Pt 0.124522 -0.087009 -0.030612
2 N -5.842184 1.632218 4.273819
3 C -4.919678 1.384473 3.635481
4 C -3.760215 1.067866 2.830364
5 C -2.479226 1.248261 3.334655
6 C -1.403578 0.939954 2.532006
7 N -1.547847 0.467960 1.278372
8 C -2.791309 0.289910 0.803951
9 C -3.917873 0.581293 1.541834
10 H -2.322317 1.623836 4.336368
11 H -0.391333 1.077969 2.882784
12 H -2.870816 -0.098655 -0.203477
13 H -4.900721 0.425475 1.119070
14 N -0.798172 1.066178 -2.175423
15 N 0.560121 1.203495 -1.713845
16 H -0.818713 1.044903 -3.190969
17 H -1.313309 1.883424 -1.867162
18 H 0.867826 2.164770 -1.621471
19 H 1.195965 0.729920 -2.346878
20 C 3.407111 2.924849 2.933202
21 C 2.442683 2.432750 1.900332
22 O 2.121786 1.009010 2.188435
23 P 1.966365 -0.080030 1.115783
24 O 3.109357 -0.024129 0.075244
25 C 4.530529 -0.374810 0.385916
26 C 5.397375 0.825784 0.151710
27 O 2.108326 -1.449657 1.841995
28 C 1.517647 -1.808497 3.158693
29 C 2.581137 -2.510793 3.948531
30 H 3.561716 3.997321 2.797563
31 H 4.375607 2.431202 2.855970
32 H 3.008237 2.765632 3.935262
33 H 2.843725 2.482773 0.887880
34 H 1.494561 2.962428 1.933888
35 H 4.763950 -1.189992 -0.289668
36 H 4.570383 -0.742886 1.409560
37 H 5.265366 1.217813 -0.856801
38 H 6.443780 0.535310 0.260735
39 H 5.202537 1.623478 0.868235
40 H 0.661933 -2.443487 2.945124
41 H 1.174278 -0.898240 3.648829
42 H 2.965812 -3.372160 3.402158
43 H 2.155428 -2.868789 4.888028
44 H 3.407200 -1.838449 4.182992
45 N 0.757309 -2.364462 -1.257421
46 N -0.635002 -2.361761 -0.854325
47 H 0.911974 -2.931391 -2.086197
48 H 1.314096 -2.758344 -0.509696
49 H -0.892222 -3.222313 -0.381262
50 H -1.206371 -2.292726 -1.687407

Cartesian forces (eV/Å) of the 6 atoms listed first:
-0.5781 1.0764 0.1695
0.1622 -0.0349 -0.1098
0.1338 -0.0554 -0.0647
-0.4103 0.1208 0.2952
0.0778 0.0877 0.1087
-0.0274 -0.0527 -0.3340

Results
- F_max (Eh/bohr) = 0.0281
- calculated total energy (Eh) = -1487.7974
- Kohn-Sham gap (alpha / beta) (eV) = 7.3 / 7.3
- charge = +2

***

Formula: C2H8IN2
Source: OMol25
Level of theory: ωB97M-V with the def2-TZVPD basis set

Atoms and positions in Å:
1 C 0.990349 0.743172 -0.674071
2 C -0.099638 0.312708 0.228591
3 N -1.113317 -0.518306 -0.653932
4 N 0.371829 -0.671768 1.186148
5 I -0.705796 -0.677317 2.946487
6 H 1.621186 -0.148393 -1.043592
7 H 1.768580 1.385012 -0.115126
8 H 0.805832 1.467751 -1.550025
9 H -0.618322 1.060792 0.727667
10 H -0.792407 -1.462982 -0.654096
11 H -1.506553 -0.237760 -1.590476
12 H -2.053579 -0.419374 -0.204686
13 H 1.331834 -0.833534 1.397110

Cartesian forces (eV/Å) of the 6 atoms listed first:
3.6695 1.6285 -1.2750
2.0216 -2.4922 -0.7440
-3.2069 1.9750 -0.0423
-2.0503 0.2490 0.0750
0.1945 -0.1039 -0.2387
-1.2115 1.2293 0.3727

Results
- F_max (Eh/bohr) = 0.0819
- SMILES string = C[C@@H]([NH3+])NI
- calculated total energy (Eh) = -487.9061
- Kohn-Sham gap (eV) = 9.1
- charge = +1

***

Formula: C35H104N26O19
Source: OMol25
Level of theory: ωB97M-V with the def2-TZVPD basis set

Atoms and positions in Å:
1 C -1.026617 1.553758 4.832087
2 O 0.325064 1.126398 5.035167
3 C 1.325303 2.050469 4.895191
4 C 1.424123 2.867418 6.190842
5 N 2.359554 4.034241 5.944689
6 C 1.798535 5.135515 5.195181
7 C 0.623125 5.876064 5.881670
8 O -0.489856 5.000705 5.822325
9 C -1.641947 5.361070 6.539626
10 H -1.346677 2.042365 5.767775
11 H -1.663767 0.678394 4.727413
12 H -1.058929 2.157711 3.906596
13 H 1.019741 2.696323 4.098671
14 H 2.262588 1.600423 4.652809
15 H 1.773104 2.212265 7.000383
16 H 0.450950 3.228964 6.533122
17 H 2.779370 4.297324 6.807345
18 H 1.473900 4.808943 4.201855
19 H 2.540065 5.943373 5.122051
20 H 0.348584 6.812701 5.320506
21 H 0.886285 6.304231 6.826621
22 H -2.419395 4.654180 6.359644
23 H -2.021388 6.373271 6.433314
24 H -1.470069 5.266126 7.652981
25 C -1.952761 -1.768619 -6.135350
26 O -1.123265 -2.181922 -5.126176
27 C -1.868590 -2.698134 -4.032279
28 C -0.788697 -3.344150 -3.246280
29 N -0.220711 -4.458136 -3.965764
30 C 0.897382 -5.088389 -3.250774
31 C 1.663403 -6.128013 -4.088653
32 O 2.496477 -6.846452 -3.183744
33 C 3.341906 -7.705945 -3.927096
34 H -2.579369 -0.876819 -5.888806
35 H -2.629561 -2.468472 -6.593450
36 H -1.370024 -1.503359 -7.018914
37 H -2.533252 -3.485640 -4.432361
38 H -2.431332 -1.876924 -3.516523
39 H -1.276442 -3.641939 -2.279237
40 H -0.121490 -2.533219 -2.867518
41 H 0.259095 -4.089583 -4.827960
42 H 0.541838 -5.744904 -2.414430
43 H 1.608912 -4.335796 -2.851198
44 H 2.302174 -5.682889 -4.867887
45 H 0.913459 -6.795349 -4.570379
46 H 2.654859 -8.339655 -4.540077
47 H 3.789870 -8.294253 -3.137984
48 H 3.998167 -7.116797 -4.522310
49 C -4.891380 3.307195 1.071673
50 O -4.191181 4.226099 0.221698
51 C -5.056069 4.580177 -0.884720
52 C -4.373440 5.463901 -1.955573
53 N -3.269656 4.884224 -2.745178
54 C -2.605304 5.709688 -3.790150
55 C -2.659326 5.079914 -5.173244
56 O -3.988824 5.049256 -5.608991
57 C -4.005370 4.552045 -6.940884
58 H -5.084852 2.328174 0.673175
59 H -5.900445 3.677448 1.159094
60 H -4.338992 3.319145 2.002984
61 H -5.914605 5.120574 -0.401747
62 H -5.496774 3.652900 -1.345291
63 H -4.159165 6.420453 -1.397236
64 H -5.189135 5.655140 -2.680933
65 H -2.534705 4.591039 -2.076603
66 H -1.602130 5.925957 -3.401047
67 H -3.162586 6.617392 -3.832583
68 H -2.250293 4.066986 -5.068862
69 H -2.112519 5.698206 -5.866351
70 H -4.974172 4.756937 -7.287976
71 H -3.885315 3.464464 -6.927995
72 H -3.228757 5.026768 -7.564288
73 C 2.474224 -4.934144 -0.326290
74 O 1.991136 -3.586939 -0.197482
75 C 3.014091 -2.762571 0.405047
76 C 2.462664 -1.443958 0.907816
77 N 2.021051 -0.606619 -0.210832
78 C 1.354206 0.617332 0.236600
79 C 0.559143 1.292146 -0.773209
80 O -0.356259 0.446762 -1.452936
81 C -1.523319 0.106286 -0.597318
82 H 2.862755 -5.265138 0.567832
83 H 3.195327 -4.913677 -1.165320
84 H 1.651683 -5.631030 -0.588173
85 H 3.780713 -2.555527 -0.366583
86 H 3.465606 -3.286977 1.246980
87 H 3.223528 -0.896009 1.406316
88 H 1.695067 -1.617559 1.656593
89 H 1.309877 -1.195479 -0.741829
90 H 2.182808 1.191054 0.614526
91 H 0.763616 0.491158 1.116945
92 H 1.210033 1.677908 -1.615086
93 H -0.110083 2.107558 -0.370184
94 H -2.340618 0.793913 -0.625473
95 H -1.225429 0.095336 0.499317
96 H -1.885312 -0.879273 -0.744523
97 C -2.560545 -3.021976 1.134267
98 O -2.441355 -1.879768 1.541706
99 N -1.410673 -3.739433 0.886661
100 N -3.731075 -3.788646 1.132334
101 H -0.588924 -3.210474 0.963196
102 H -1.473644 -4.619564 0.419537
103 H -3.870505 -4.569597 0.468734
104 H -4.538405 -3.261037 1.410893
105 C 0.303940 -2.678632 4.234704
106 O -0.010295 -3.807285 3.957798
107 N -0.246413 -1.616298 3.631650
108 N 1.325263 -2.394364 5.116997
109 H -1.046036 -1.853431 3.047790
110 H 0.144945 -0.662818 3.595881
111 H 1.125744 -1.522078 5.597656
112 H 1.387022 -3.166809 5.750616
113 C -4.778970 0.842018 -3.047643
114 O -5.492478 1.300753 -2.181440
115 N -5.091545 -0.379198 -3.598815
116 N -3.705864 1.478089 -3.532270
117 H -6.021943 -0.698973 -3.287445
118 H -4.601030 -0.907620 -4.371510
119 H -2.882640 1.112540 -4.014235
120 H -3.788079 2.423068 -3.253187
121 C 6.677866 -5.905039 0.678880
122 O 6.856362 -6.693903 -0.228733
123 N 7.235034 -6.238302 1.913315
124 N 6.008316 -4.757416 0.573886
125 H 7.760692 -7.053607 2.010541
126 H 7.072293 -5.690277 2.722428
127 H 5.537628 -4.585727 -0.294202
128 H 5.598187 -4.406129 1.436326
129 C 0.060125 -6.952081 1.221052
130 O -1.063577 -6.985763 0.739594
131 N 1.081069 -7.844580 0.766858
132 N 0.418789 -6.009857 2.100286
133 H 1.946588 -8.092843 1.242943
134 H 0.675155 -8.598708 0.222945
135 H 1.303554 -6.024687 2.505305
136 H -0.220139 -5.304896 2.455935
137 C 2.865993 0.748233 -3.529309
138 O 2.815781 1.606411 -4.466445
139 N 2.160420 -0.403464 -3.658939
140 N 3.560301 0.929942 -2.392940
141 H 2.202691 -1.107069 -2.889822
142 H 1.556223 -0.470353 -4.454579
143 H 4.055899 1.758896 -2.251730
144 H 3.414562 0.388779 -1.589127
145 C 4.967657 -1.857175 3.098531
146 O 5.210227 -3.075470 3.228289
147 N 4.219775 -1.124327 3.952104
148 N 5.604469 -1.099264 2.087291
149 H 4.307537 -0.114340 3.905623
150 H 3.639993 -1.578353 4.561359
151 H 6.320920 -1.601311 1.489416
152 H 5.260684 -0.142099 2.017340
153 C -0.072282 3.282352 -3.600208
154 O -0.349573 3.875445 -2.555108
155 N 0.787849 3.794019 -4.593800
156 N -0.650530 2.052551 -3.962927
157 H 1.474454 3.191196 -4.933732
158 H 1.123807 4.738684 -4.529856
159 H -0.761241 1.396924 -3.207320
160 H -0.226096 1.584282 -4.752514
161 C -5.855590 -1.073808 0.438868
162 O -6.054325 -2.179865 0.888173
163 N -4.609133 -0.581811 0.226829
164 N -6.831255 -0.364319 -0.190385
165 H -3.840032 -1.017200 0.644663
166 H -4.563939 0.225380 -0.411257
167 H -6.569210 0.355140 -0.816333
168 H -7.690969 -0.876265 -0.399957
169 C -0.385375 4.562752 1.515417
170 O 0.800090 4.229738 1.535392
171 N -1.130657 4.559755 0.383759
172 N -1.059881 4.882138 2.670477
173 H -0.607588 4.145238 -0.385730
174 H -2.127917 4.296390 0.318657
175 H -0.740526 4.669737 3.611374
176 H -2.039698 4.918559 2.620527
177 C 4.539898 2.796344 2.661128
178 O 4.675898 1.586090 2.697593
179 N 5.632681 3.638634 2.916064
180 N 3.390407 3.455849 2.427138
181 H 5.559063 4.608444 2.757646
182 H 6.556077 3.216458 2.778983
183 H 2.489649 3.002832 2.333737
184 H 3.293164 4.439146 2.609986

Cartesian forces (eV/Å) of the 6 atoms listed first:
0.8620 0.1267 0.5199
-1.2302 -2.8108 -0.1801
-0.8162 1.8338 1.2562
0.9289 0.9090 -0.3127
-0.7434 -1.7791 -0.2255
-0.5137 1.1960 1.1606

Results
- F_max (Eh/bohr) = 0.0714
- calculated total energy (Eh) = -4249.4450
- Kohn-Sham gap (eV) = 9.1

***

Formula: C3H31O13Y
Source: OMol25
Level of theory: ωB97M-V with the def2-TZVPD basis set

Atoms and positions in Å:
1 Y 5.811150 4.492780 4.048700
2 C 6.708410 5.524110 -0.367870
3 C 6.783390 6.274690 0.912850
4 C 6.087370 7.698370 0.822760
5 O 6.510280 5.422330 1.995970
6 H 7.380830 4.671880 -0.269610
7 H 7.261040 6.065010 -1.136060
8 H 5.693070 5.272640 -0.674380
9 H 7.817410 6.611590 0.986360
10 H 6.374710 8.347300 1.650060
11 H 5.003850 7.593040 0.877260
12 H 6.376260 8.165040 -0.118980
13 O 5.050240 2.730230 -1.758230
14 H 5.023650 2.133970 -2.506560
15 H 5.578480 2.271800 -1.104760
16 O 9.395020 8.029110 -1.692010
17 H 10.085310 7.366130 -1.678010
18 H 9.799120 8.787440 -2.113760
19 O 8.050550 3.823970 3.767450
20 H 7.951740 3.334420 2.950870
21 H 8.952810 3.656740 4.039840
22 O 7.069130 9.363100 -3.080480
23 H 6.364800 9.058850 -2.508130
24 H 7.871880 9.066730 -2.651530
25 O 7.367670 11.185160 -0.449990
26 H 6.519200 11.245800 -0.011070
27 H 7.741390 10.361340 -0.137100
28 O 6.866150 6.339160 4.885470
29 H 7.551940 6.707760 4.328630
30 H 6.797000 6.951330 5.618070
31 O 9.015230 7.376560 3.588780
32 H 8.915350 7.710130 2.697160
33 H 9.961830 7.331090 3.723370
34 O 9.320050 9.075360 1.023000
35 H 9.206600 8.783290 0.118540
36 H 10.268180 9.088520 1.153810
37 O 7.479510 2.709380 1.367710
38 H 7.352850 3.550470 0.928660
39 H 8.075680 2.227020 0.794880
40 O 7.752960 3.175190 -2.574180
41 H 7.071490 3.832540 -2.433720
42 H 8.015210 3.292700 -3.487220
43 O 3.643580 5.160470 -2.917280
44 H 4.261400 5.710190 -3.399300
45 H 4.189730 4.661160 -2.310120
46 O 7.520080 10.281830 4.069340
47 H 6.594560 10.041080 4.110270
48 H 7.937070 9.747930 4.745590

Cartesian forces (eV/Å) of the 6 atoms listed first:
3.5051 2.8729 -4.4391
0.5262 -0.2883 -0.4697
0.4460 2.5093 -0.3067
-0.4393 -1.5728 0.8151
-2.3196 -1.6970 4.1881
-0.3833 -0.4850 -0.2080

Results
- F_max (Eh/bohr) = 0.1234
- calculated total energy (Eh) = -1148.7422
- Kohn-Sham gap (eV) = 5.2
- charge = +2

***

Formula: C3H7N2O3
Source: OMol25
Level of theory: ωB97M-V with the def2-TZVPD basis set

Atoms and positions in Å:
1 N -2.198969 -2.517361 0.394877
2 C -1.419512 -1.389889 0.201471
3 O -2.011728 -0.401844 -0.358239
4 O -0.243782 -1.395343 0.591999
5 H -3.196628 -2.372920 0.384012
6 H -1.888295 -3.119301 1.140443
7 O 3.247715 2.042030 -0.419983
8 C 2.060626 2.060064 -0.442569
9 C 1.198309 0.814020 -0.282695
10 N -0.109432 1.187387 0.191360
11 H 1.538418 3.017727 -0.628648
12 H 1.102040 0.357581 -1.262713
13 H 1.727147 0.146685 0.392617
14 H -0.932790 0.597658 -0.153555
15 H -0.121971 1.321408 1.203811

Cartesian forces (eV/Å) of the 6 atoms listed first:
-0.0169 -0.2541 0.2061
-1.4924 0.1801 -0.0660
0.6939 0.1269 0.1176
0.7886 0.3441 0.3042
0.1320 0.1370 -0.1773
0.1382 -0.0399 -0.1380

Results
- 2S+1 = 2
- F_max (Eh/bohr) = 0.0393
- calculated total energy (Eh) = -453.6710
- Kohn-Sham gap (alpha / beta) (eV) = 10.5 / 6.1